Record 1
Entry from OMol25: C20H18BBrF9IrN7O2P as an isolated structure (ωB97M-V/def2-TZVPD).

Its HOMO-LUMO gap (alpha / beta) is 8.59 / 6.21 eV. The calculation puts the energy above the lowest of the compared OMol25 structures with the same formula, charge and spin at 0.134 eV.

The geometry in ORCA input format:
```
! wB97M-V def2-TZVPD RIJCOSX def2/J DEFGRID3
* xyz 1 2
Ir -0.055 0.462 0.176
C -2.849 -4.097 1.263
N -2.374 -2.960 0.475
C -2.374 -2.900 -0.889
C -1.796 -1.722 -1.234
N -1.452 -1.052 -0.088
C -1.787 -1.844 0.935
P -1.536 -1.488 2.694
C 0.257 -1.218 2.604
N 0.822 -0.350 1.755
C 2.180 -0.349 1.982
C 2.416 -1.209 2.998
N 1.205 -1.731 3.385
C 1.031 -2.778 4.391
C -1.909 0.306 2.585
N -1.368 1.152 1.714
C -1.813 2.407 2.013
C -2.650 2.317 3.085
N -2.698 0.994 3.436
C -3.488 0.434 4.530
H -3.228 -4.845 0.573
H -3.655 -3.785 1.925
H -2.019 -4.515 1.823
H -2.773 -3.695 -1.493
H -1.636 -1.315 -2.213
H 2.857 0.257 1.411
H 3.336 -1.513 3.463
H 2.012 -3.041 4.772
H 0.589 -3.647 3.914
H 0.412 -2.414 5.208
H -1.507 3.281 1.466
H -3.197 3.069 3.624
H -3.992 1.249 5.039
H -2.842 -0.080 5.238
H -4.232 -0.258 4.141
Br -3.397 1.236 -1.188
C -1.935 2.356 -1.523
C -2.126 3.423 -2.385
C -1.097 4.325 -2.584
C 0.086 4.161 -1.880
C 0.210 3.070 -1.055
N -0.771 2.155 -0.894
C 1.451 2.869 -0.220
O 2.337 3.679 -0.245
O 1.402 1.802 0.530
H -3.080 3.532 -2.879
H -1.231 5.158 -3.261
H 0.923 4.841 -1.944
F -0.121 0.202 -2.649
C 0.871 0.045 -1.700
F 1.770 1.031 -1.964
C 1.624 -1.248 -2.124
F 2.067 -1.053 -3.372
F 2.671 -1.452 -1.338
F 0.828 -2.308 -2.152
F 2.267 -3.787 1.725
B 1.097 -3.796 0.976
F 0.909 -2.544 0.339
F -0.025 -3.916 1.910
F 1.029 -4.821 0.067
*
```


Record 2
Entry from OMol25: C17H12N5O4PdS as an isolated structure (ωB97M-V/def2-TZVPD).

Its HOMO-LUMO gap is 6.35 eV. The calculation puts the energy above the lowest of the compared OMol25 structures with the same formula, charge and spin at 1.700 eV.

The geometry in ORCA input format:
```
! wB97M-V def2-TZVPD RIJCOSX def2/J DEFGRID3
* xyz 1 1
Pd 1.191 1.623 0.239
O -3.766 4.648 -0.747
C -3.294 4.274 -1.923
O -3.873 4.480 -2.955
C -1.959 3.594 -1.956
C -1.371 3.194 -3.137
N -0.200 2.618 -2.825
N 0.020 2.612 -1.507
C -1.043 3.194 -0.964
C -1.078 3.304 0.526
O -1.984 3.865 1.104
O -0.068 2.759 1.148
H -3.139 4.474 -0.007
H -1.725 3.298 -4.149
H 0.483 2.232 -3.455
N 0.551 -2.539 0.668
C -0.572 -2.869 1.474
C -0.707 -4.155 1.963
C -1.789 -4.476 2.773
C -2.714 -3.504 3.110
C -2.567 -2.208 2.630
C -1.508 -1.897 1.795
S -1.411 -0.275 1.094
N 0.225 -0.227 0.630
C 0.947 -1.274 0.429
C 2.299 -1.023 -0.137
C 3.255 -1.998 -0.342
C 4.486 -1.641 -0.878
C 4.728 -0.318 -1.193
C 3.728 0.610 -0.958
N 2.548 0.268 -0.446
H 1.158 -3.298 0.415
H 0.032 -4.908 1.714
H -1.897 -5.485 3.144
H -3.554 -3.745 3.746
H -3.287 -1.444 2.893
H 3.072 -3.030 -0.078
H 5.246 -2.394 -1.040
H 5.671 0.003 -1.610
H 3.864 1.659 -1.188
*
```


Record 3
Entry from OMol25: a 3-piece molecular cluster, C3H10O3S overall (ωB97M-V/def2-TZVPD).

Its HOMO-LUMO gap is 5.65 eV. The calculation puts the energy above the lowest of the compared OMol25 structures with the same formula, charge and spin at 0.983 eV.

The geometry in ORCA input format:
```
! wB97M-V def2-TZVPD RIJCOSX def2/J DEFGRID3
* xyz -2 1
C -0.141 -0.245 0.056
O -1.162 0.497 0.694
C 1.273 0.391 0.267
C 2.424 -0.595 -0.009
S 4.095 0.123 0.094
H -0.079 -1.263 0.417
H -0.265 -0.328 -1.089
H 1.329 0.769 1.360
H 1.393 1.379 -0.302
H 2.225 -1.051 -0.992
H 2.370 -1.385 0.746
H -1.260 2.855 -0.696
H -1.417 1.481 -0.480
O -1.725 2.221 -1.225
H -2.660 -0.968 0.845
H -3.071 -2.248 -0.203
O -3.328 -1.631 0.516
*
```


Record 4
Entry from OMol25: C11H16BN6STb as an isolated structure (ωB97M-V/def2-TZVPD).

Its HOMO-LUMO gap (alpha / beta) is 8.22 / 8.70 eV.

The geometry in ORCA input format:
```
! wB97M-V def2-TZVPD RIJCOSX def2/J DEFGRID3
* xyz 2 7
Tb -0.244 -1.104 -1.001
C -0.167 -1.085 3.490
C -0.766 -1.571 2.349
N -0.174 -1.051 1.252
N 0.820 -0.220 1.699
C 0.834 -0.235 3.030
B 1.762 0.571 0.748
N 2.594 -0.410 -0.116
C 3.925 -0.496 -0.173
C 4.282 -1.513 -1.047
C 3.081 -2.015 -1.504
N 2.046 -1.357 -0.946
N 0.936 1.533 -0.173
C 0.977 2.866 -0.165
C 0.197 3.359 -1.205
C -0.288 2.235 -1.839
N 0.147 1.121 -1.218
H -0.415 -1.312 4.511
H -1.594 -2.254 2.249
H 1.547 0.366 3.570
H 2.496 1.234 1.411
H 4.534 0.170 0.416
H 5.274 -1.837 -1.307
H 2.903 -2.821 -2.199
H 1.563 3.383 0.578
H 0.035 4.389 -1.467
H -0.925 2.163 -2.707
C -4.326 -1.680 -1.480
S -3.081 -1.004 -0.359
C -3.496 0.753 -0.351
H -5.305 -1.500 -1.041
H -4.160 -2.753 -1.550
H -4.270 -1.226 -2.466
H -3.480 1.169 -1.356
H -2.777 1.272 0.281
H -4.486 0.861 0.087
*
```


Record 5
Entry from OMol25: one molecule with the formula C3H3Cl2F (ωB97M-V/def2-TZVPD).

Its HOMO-LUMO gap is 11.11 eV. As for the SMILES: F/C=C/C(Cl)Cl. The calculation puts the energy above the lowest of the compared OMol25 structures with the same formula, charge and spin at 0.209 eV.

The geometry in ORCA input format:
```
! wB97M-V def2-TZVPD RIJCOSX def2/J DEFGRID3
* xyz 0 1
F 1.421 2.208 1.897
C 0.773 1.092 1.535
C 0.406 0.814 0.261
C -0.275 -0.472 -0.013
Cl -1.818 -0.170 -0.799
Cl 0.695 -1.565 -0.999
H 0.727 0.522 2.469
H 0.604 1.462 -0.583
H -0.459 -0.982 0.906
*
```


Record 6
Entry from OMol25: C5H13NO as an isolated structure (ωB97M-V/def2-TZVPD).

Its HOMO-LUMO gap is 8.33 eV. The calculation puts the energy above the lowest of the compared OMol25 structures with the same formula, charge and spin at 4.257 eV.

The geometry in ORCA input format:
```
! wB97M-V def2-TZVPD RIJCOSX def2/J DEFGRID3
* xyz 0 1
C -0.814 0.763 -0.648
C 0.847 -0.442 -0.392
C -0.421 0.977 0.699
C 2.167 0.020 0.198
C 0.428 -1.824 0.065
N -1.933 0.050 -0.969
O -1.723 2.274 0.994
H -2.572 1.835 1.159
H -0.488 1.486 -1.386
H 0.934 -0.443 -1.481
H -2.202 -0.008 -1.939
H -2.409 -0.464 -0.242
H -0.704 0.271 1.468
H 0.357 1.696 0.898
H 2.414 1.038 -0.115
H 0.356 -1.888 1.154
H -0.529 -2.124 -0.375
H 2.989 -0.633 -0.122
H 2.149 -0.002 1.291
H 1.152 -2.582 -0.257
*
```


Number 1: energy -142863.8013 eV, F_max 0.95 eV Å⁻¹. Number 2: energy -47773.4603 eV, F_max 0.79 eV Å⁻¹. Number 3: energy -20249.3455 eV, F_max 1.89 eV Å⁻¹. Number 4: energy -54541.7264 eV, F_max 0.32 eV Å⁻¹. Number 5: energy -30921.1063 eV, F_max 2.11 eV Å⁻¹. Number 6: energy -8929.7541 eV, F_max 4.18 eV Å⁻¹.